Entry 1:
Below is a structure of composition C17H15F5MoNO5S3Te in a non-equilibrium geometry, with properties calculated with ωB97M-V/def2-TZVPD.

Geometry (Å):
Mo  1.12888  -1.42510  0.95304
F  0.46478  4.28919  5.73165
C  0.41206  3.10652  5.11114
C  0.37414  3.03433  3.73246
F  0.37844  4.16333  3.01475
C  0.30217  1.80719  3.09855
F  0.19459  1.80885  1.77465
C  0.26727  0.60212  3.80249
S  0.09234  -0.98907  3.11950
C  0.29384  0.71770  5.19814
F  0.22934  -0.38266  5.95484
C  0.36724  1.93455  5.84540
F  0.39711  1.99282  7.18241
C  -1.73110  1.50005  -0.78190
C  -1.76399  0.02504  -0.35400
C  -2.70077  -0.71722  -1.31609
C  -2.38973  -0.05832  1.04420
C  -0.29428  -0.49632  -0.37565
H  -1.49634  1.58968  -1.84602
H  -0.98488  2.05475  -0.21122
H  -2.70621  1.96163  -0.60793
H  -2.79797  -1.76134  -1.01765
H  -2.31427  -0.67641  -2.33718
H  -3.69201  -0.25725  -1.30174
H  -2.29331  -1.05934  1.45514
H  -3.45281  0.19571  0.98854
H  -1.90940  0.64480  1.72234
H  0.34424  0.28183  -0.79998
O  -0.49523  -2.77374  1.04359
N  0.26740  -3.80363  1.27244
O  1.42626  -3.31872  1.37176
Te  0.12321  -2.29303  -1.51014
C  0.52963  -1.40140  -3.40779
C  0.53031  -2.25856  -4.50557
C  0.62277  -1.75459  -5.79297
C  0.71989  -0.38543  -5.99785
C  0.74171  0.47320  -4.90867
C  0.64934  -0.03308  -3.61999
H  0.44899  -3.32805  -4.34104
H  0.60553  -2.43114  -6.63855
H  0.78304  0.01201  -7.00317
H  0.81744  1.54291  -5.05903
H  0.67359  0.64539  -2.77713
O  4.70990  0.07175  0.03359
S  3.47444  -0.47936  0.49783
O  2.29272  0.43910  0.47930
O  2.96002  -1.65540  -0.28293
S  3.39969  -1.15533  2.36645

Atoms 1-6, force components in eV/Å:
Mo -0.3823 1.5159 -0.7228
F 0.0290 0.0927 0.0223
C -0.0332 -0.1760 -0.0259
C 0.0375 0.0421 0.0274
F 0.0095 0.0574 -0.0467
C -0.0849 -0.2627 0.3124

- Total charge: -1
- Kohn-Sham gap: 6.7 eV
- HOMO: -4.8 eV
- LUMO energy: 1.91 eV
- ΔE to the lowest compared entry with this formula, charge and spin: 109.31 kJ/mol

Entry 2:
Below is a structure of composition C17H15I3N4O4V, with properties calculated with ωB97M-V/def2-TZVPD.

Geometry (Å):
V  0.59920  -1.59436  -0.30742
C  4.58187  -1.22626  1.35190
C  3.21732  -1.60955  0.88181
N  2.38423  -0.79751  0.31225
O  2.81993  0.49969  0.22102
C  2.74495  -2.98320  0.97474
C  3.59534  -4.10154  1.47234
N  1.53262  -3.13452  0.53024
O  1.00001  -4.36055  0.47763
H  4.67459  -0.14910  1.43704
H  5.32925  -1.58435  0.63942
H  4.79832  -1.69080  2.31361
H  2.22107  0.92426  -0.46834
H  4.55000  -4.12822  0.94444
H  3.07551  -5.04310  1.32222
H  3.81128  -3.98527  2.53646
I  -5.34634  4.04701  -2.78389
C  -3.54730  3.02409  -2.48876
C  -2.40272  3.73915  -2.16272
C  -1.21524  3.05581  -1.95637
C  -1.17542  1.67058  -2.07293
C  -2.33056  0.96554  -2.39718
C  -3.52095  1.64218  -2.61214
C  0.08432  0.93986  -1.74299
O  1.08345  1.59276  -1.41880
O  -0.01002  -0.34220  -1.67664
H  -2.43732  4.81516  -2.06475
H  -0.31217  3.58665  -1.68767
H  -2.29587  -0.11426  -2.46796
H  -4.41874  1.09628  -2.86769
N  -0.21642  4.23893  1.84621
C  -0.61359  3.16711  1.73720
C  -1.11264  1.82665  1.60386
C  -2.47643  1.55848  1.65441
C  -2.89269  0.24865  1.51081
C  -1.94739  -0.73269  1.27313
N  -0.63462  -0.47455  1.19117
C  -0.22312  0.78137  1.38617
H  -3.18389  2.36377  1.79823
H  -3.93894  -0.01843  1.54349
H  -2.24790  -1.75963  1.11610
H  0.84237  0.96924  1.33218
I  -1.03031  -3.90602  -0.54855
I  -3.41503  -3.01712  -1.68333

Atoms 1-6, force components in eV/Å:
V -0.6639 0.4384 0.1955
C -0.0378 0.0014 0.0073
C 0.2912 -0.6182 0.2580
N -0.4077 0.0861 -0.2910
O -0.1515 0.2483 -0.2274
C 0.2726 0.4805 0.0707

- Total charge: 0
- Kohn-Sham gap (alpha / beta): 7.6 / 6.3 eV
- Multiplicity: 2
- HOMO (alpha / beta): -8.5 / -7.1 eV
- LUMO energy (alpha / beta): -0.82 / -0.88 eV

no.,molecular weight (g mol⁻¹),electronic energy (eV)
1,728.0,-84840.8963
2,771.0,-82011.3761